1.
Here is C6H22CrN8O6 as an isolated structure from OMol25. Energies are from ωB97M-V/def2-TZVPD.

```
43
Properties=species:S:1:pos:R:3:forces:R:3
Cr 0.7798 0.1820 0.5918 1.892 -0.006 0.845
C 2.4332 -2.6534 -0.3267 -0.406 0.997 0.458
O 1.8307 -1.6254 0.3661 -0.717 -0.031 -0.305
H 3.3011 -3.0281 0.2255 0.201 -0.227 -0.216
H 1.7473 -3.5161 -0.4729 0.438 -0.581 0.212
H 2.7148 -2.3922 -1.3603 0.363 0.111 -0.058
C 2.4079 1.0881 3.0746 -1.443 -0.040 -0.194
O 2.1527 1.3474 1.7277 -0.295 -1.023 -0.778
H 1.4763 1.3850 3.5898 0.304 0.165 0.793
H 2.5481 0.0422 3.3979 0.076 -0.269 -0.576
H 3.2665 1.6084 3.5191 0.032 0.418 -0.311
C -1.3189 -1.8366 -1.0619 0.922 -1.302 -1.154
O -1.0769 -0.7860 -0.4566 -0.339 0.289 0.094
N -2.4761 -1.9656 -1.7881 0.135 1.219 1.038
N -0.4502 -2.8551 -1.1789 0.024 0.104 0.416
H -2.7059 -2.7304 -2.3857 -0.123 -0.107 -0.028
H -3.0594 -1.1584 -1.6339 -0.449 -0.417 -0.519
H 0.4342 -2.8446 -0.6780 -0.198 0.695 0.233
H -0.6633 -3.7178 -1.6399 -0.366 0.020 -0.135
C -0.9497 2.9622 -0.3240 1.104 -0.385 0.904
O -0.5330 1.9128 0.1554 -0.697 0.041 -0.073
N -1.9505 2.9900 -1.2340 -0.380 0.147 -0.396
N -0.4282 4.1620 0.0560 -0.545 0.110 -0.407
H -2.3438 3.8352 -1.6011 0.028 0.073 0.090
H -2.3622 2.1214 -1.5111 0.090 -0.128 0.029
H -0.5772 4.9452 -0.5532 0.182 0.211 0.201
H 0.3492 4.1620 0.6941 0.146 -0.209 -0.106
C 1.2711 1.1167 -2.5530 2.094 -0.880 2.463
O 1.6816 1.0701 -1.3842 -0.819 0.636 -0.995
N 2.1231 1.5399 -3.5243 -1.253 -0.217 -1.521
N 0.0714 0.6047 -2.9163 -0.275 0.444 -0.841
H 1.7616 1.5045 -4.4650 0.387 0.356 -0.010
H 2.9354 2.0919 -3.3439 0.100 -0.062 0.439
H -0.0618 0.3360 -3.8743 -0.271 -0.063 0.065
H -0.5050 0.2150 -2.1893 0.148 -0.172 0.135
C -1.3049 -1.0897 2.9198 1.109 -0.561 -0.963
O -0.2303 -0.6992 2.4539 -1.298 0.337 0.371
N -2.4330 -1.2684 2.1860 -0.055 0.296 -0.298
N -1.3430 -1.5412 4.1916 0.237 0.123 1.880
H -3.2802 -1.6391 2.5660 -0.053 0.049 0.130
H -2.4058 -0.9513 1.2334 0.093 -0.015 -0.108
H -2.1591 -1.8229 4.7064 -0.373 0.093 -0.508
H -0.6675 -1.1014 4.8013 0.250 -0.239 -0.296
```
Forces are in eV/Å.

For the energy above the lowest of the compared OMol25 structures with the same formula, charge and spin, the calculation gives 2.3 kcal/mol. The expectation value of S² is 6.01. The LUMO energy (alpha / beta) is 0.09 / 0.09 eV. The charge is 0. As for the spin multiplicity: 5. The orbital gap (alpha / beta) is 5.55 / 6.09 eV.

=====

2.
Here is a 8-piece molecular cluster, C38H100N8O11 overall from OMol25. Energies are from ωB97M-V/def2-TZVPD.

```
157
Properties=species:S:1:pos:R:3:forces:R:3
C -3.2755 8.2153 3.8052 0.982 -1.460 0.079
O -3.6094 6.8660 3.4081 0.649 0.183 -0.537
C -2.5975 5.8553 3.6327 -0.788 0.146 -0.185
C -2.7345 5.3247 5.0267 0.451 -0.196 1.344
N -2.1972 3.9850 5.2028 -0.029 -0.201 -1.210
C -2.2757 3.4395 6.5257 0.696 -0.813 0.316
C -1.4138 2.1368 6.6121 -1.140 0.400 -0.374
O -0.0395 2.4348 6.4129 -0.636 -0.247 0.385
C 0.8262 1.3831 6.8157 0.716 1.337 -0.475
H -3.3641 8.2932 4.8888 -0.508 0.419 0.031
H -3.8370 8.9455 3.2224 -0.308 -0.300 0.284
H -2.2168 8.3887 3.6125 0.205 0.116 -0.245
H -1.5787 6.1818 3.4240 0.060 0.567 0.044
H -2.7433 5.0087 2.9618 -0.541 0.210 -0.320
H -3.7814 5.3483 5.3294 -0.123 -0.143 -0.180
H -2.2032 5.9848 5.7123 -0.022 0.529 0.342
H -1.2308 3.9687 4.9099 0.177 -0.014 -0.085
H -3.3168 3.2314 6.7722 -0.084 -0.306 -0.025
H -1.9409 4.1605 7.2715 0.318 0.115 0.406
H -1.7846 1.4266 5.8732 0.151 0.158 -0.825
H -1.6494 1.5453 7.4969 0.509 0.541 0.876
H 1.8249 1.7499 6.5789 0.112 -0.016 -0.169
H 0.6892 0.4852 6.2132 -0.350 -0.324 0.468
H 0.8458 1.3054 7.9027 -0.481 -0.709 0.043
C -6.6446 2.1532 -2.8519 1.004 0.620 -0.287
O -6.0583 0.8637 -2.8320 -0.338 0.619 0.591
C -5.2185 0.5703 -3.9376 0.047 -1.159 0.710
C -4.6921 -0.8482 -3.6151 -0.307 -0.614 -1.012
N -5.7253 -1.8003 -4.0906 -0.369 -0.218 0.324
C -5.8176 -3.0980 -3.3702 -0.144 0.783 0.933
C -6.6921 -2.9645 -2.1014 1.478 -0.650 0.396
O -7.9515 -2.4710 -2.3335 -1.938 0.306 -0.939
C -8.8798 -2.5689 -1.2583 0.573 0.211 0.088
H -7.0342 2.4848 -1.8895 -0.269 -0.820 0.104
H -7.3835 2.3007 -3.6395 -0.225 -0.292 -0.045
H -5.8522 2.8810 -3.0267 0.201 0.236 -0.300
H -4.3724 1.2397 -4.0926 -0.086 0.482 0.353
H -5.8498 0.5727 -4.8262 0.237 -0.165 -0.397
H -4.5643 -0.9677 -2.5392 0.314 0.401 0.181
H -3.7597 -1.0715 -4.1337 0.155 0.179 0.074
H -6.5195 -1.2761 -3.7521 -0.972 -0.367 -0.487
H -4.8264 -3.4106 -3.0417 0.210 0.177 0.214
H -6.1569 -3.9786 -3.9156 -0.359 0.529 -0.808
H -6.1807 -2.2915 -1.4132 0.239 0.103 0.373
H -6.7432 -3.9523 -1.6436 0.015 -0.275 0.263
H -9.7835 -1.9987 -1.4736 0.283 0.146 -0.321
H -8.4211 -2.1660 -0.3553 -0.012 0.122 0.219
H -9.2095 -3.5831 -1.0329 0.266 -0.356 -0.227
C 5.6393 6.5642 -4.5226 -1.182 -0.466 0.432
O 4.6140 6.9878 -5.3967 -1.877 0.111 -0.884
C 3.3334 6.2288 -5.2796 1.651 -1.087 0.842
C 2.4686 6.6366 -4.1112 -0.161 0.826 -0.830
N 1.7122 7.8305 -4.5108 -0.387 -0.356 1.532
C 0.9300 8.3172 -3.3513 0.418 1.089 -0.366
C 0.8801 9.8519 -3.3822 -0.523 -0.983 -0.432
O 2.1914 10.3332 -3.3846 0.876 0.594 0.163
C 2.2744 11.7490 -3.2963 0.068 -0.167 -0.007
H 6.4937 7.2372 -4.5950 -0.216 -0.049 -0.100
H 5.9223 5.5268 -4.7008 0.303 -0.134 -0.402
H 5.2278 6.5470 -3.5134 0.367 0.297 0.425
H 3.6630 5.1987 -5.1443 -0.098 -0.323 0.069
H 2.6796 6.2093 -6.1516 0.756 0.747 -0.514
H 3.1071 6.7687 -3.2377 -0.033 0.251 0.364
H 1.6948 5.9122 -3.8570 0.324 -0.534 -0.133
H 2.3605 8.5445 -4.8108 0.121 0.220 0.198
H 1.3210 8.0765 -2.3628 0.832 -0.290 0.039
H -0.0647 7.8763 -3.2856 -0.261 0.141 -0.605
H 0.3140 10.1785 -2.5099 -0.111 0.366 0.072
H 0.4102 10.1747 -4.3112 -0.460 0.179 -0.034
H 1.8566 12.0749 -2.3437 -0.049 0.213 0.076
H 1.7772 12.2706 -4.1141 -0.474 -0.193 -0.143
H 3.3093 12.0817 -3.3767 0.119 -0.451 0.254
C 4.3065 0.7513 1.0769 0.105 -0.262 -0.489
C 2.7998 1.1013 1.1819 1.706 -0.038 -0.005
C 1.8919 -0.1189 1.2687 -0.961 0.900 -0.053
O 1.8934 -0.7586 0.0301 0.367 -0.883 -0.394
C 1.4048 -2.0943 -0.0072 0.475 0.452 0.018
N 2.5751 1.9601 2.3131 -0.770 0.562 1.319
H 4.6893 0.2869 1.9857 -0.105 0.058 0.178
H 4.8936 1.6448 0.8642 -0.111 0.310 0.371
H 4.6020 0.1057 0.2499 -0.504 -0.333 -0.112
H 2.5814 1.7134 0.3068 -0.437 -0.370 -0.245
H 0.8722 0.2061 1.4754 -0.288 0.437 0.050
H 2.0974 -0.7435 2.1379 0.767 -0.482 -0.058
H 1.9284 -2.7333 0.7040 0.204 -0.039 0.138
H 1.6246 -2.4461 -1.0152 -0.236 -0.083 0.087
H 0.3413 -2.1745 0.2176 -0.217 0.199 -0.114
H 2.6303 1.4898 3.2052 -0.177 -0.530 0.022
H 3.2316 2.7159 2.4475 0.173 0.117 -0.707
C 2.2973 -9.8870 -0.7005 0.580 1.105 -0.827
C 2.4371 -9.3271 -2.1391 -0.495 -0.254 0.168
C 3.9018 -9.0320 -2.5367 -1.638 0.028 1.647
O 4.2494 -7.9539 -1.6489 0.488 -0.442 -1.240
C 5.3528 -7.2089 -2.1099 0.490 0.085 0.600
N 1.8539 -10.2752 -3.0737 0.187 -0.488 -0.581
H 2.5516 -9.0842 -0.0085 0.279 -0.155 0.108
H 3.0258 -10.6955 -0.6404 -0.319 -0.225 0.429
H 1.2778 -10.1743 -0.4431 0.063 -0.338 -0.305
H 1.9164 -8.3755 -2.2453 0.001 0.360 0.401
H 3.8953 -8.7900 -3.5995 0.413 0.399 -0.068
H 4.5005 -9.9217 -2.3418 0.341 0.016 -0.126
H 6.2650 -7.7916 -2.2382 -0.002 -0.530 -0.118
H 5.6122 -6.5118 -1.3131 -0.257 0.310 -0.188
H 5.1688 -6.7000 -3.0560 -0.244 0.183 -0.018
H 0.8759 -10.4499 -2.8916 -0.058 -0.042 0.395
H 1.8533 -9.8746 -4.0008 0.166 -0.008 -0.281
C -2.2005 -10.7322 -9.4178 0.162 -0.033 0.887
C -2.9506 -9.6125 -8.7060 0.681 0.094 0.523
C -2.1529 -8.2884 -8.7799 0.396 -0.740 -1.132
O -0.7937 -8.4420 -8.4367 0.580 0.573 0.696
C -0.1657 -7.1572 -8.3487 -0.077 -0.556 0.960
N -4.2732 -9.4585 -9.3470 1.194 0.326 0.083
H -2.8940 -11.5535 -9.5982 -0.006 0.154 -0.547
H -1.4665 -11.1531 -8.7306 0.281 0.166 -0.137
H -1.6692 -10.3389 -10.2845 -0.206 -0.360 -0.288
H -3.0327 -9.9291 -7.6662 -0.376 0.249 0.168
H -2.6405 -7.4592 -8.2672 -0.070 0.022 0.402
H -2.0255 -8.0168 -9.8278 -1.068 0.253 -0.586
H -0.5898 -6.6608 -7.4759 0.108 0.277 0.185
H -0.3015 -6.4691 -9.1830 -0.218 -0.389 -0.519
H 0.9011 -7.3056 -8.1811 -0.101 -0.110 -0.076
H -4.5961 -8.5295 -9.1173 -0.538 0.256 0.368
H -3.9125 -9.3004 -10.2771 -0.741 -0.179 -0.980
C 5.1052 8.7923 1.6635 0.211 -1.229 0.922
C 4.0131 8.8219 2.8117 1.823 -0.144 -1.387
C 4.5294 8.5575 4.2624 0.146 -1.882 -0.650
O 5.1643 7.2430 4.3262 -0.494 0.556 0.583
C 5.4803 6.8581 5.6771 0.304 -0.630 -1.205
N 3.3960 10.1008 2.7328 -1.116 1.331 0.592
H 5.8127 9.6176 1.7425 0.040 0.003 0.196
H 4.7004 8.8022 0.6515 -0.625 0.383 0.149
H 5.6424 7.8439 1.6630 0.364 -0.005 0.314
H 3.2498 8.1326 2.4507 0.044 -0.565 0.814
H 3.6989 8.5223 4.9674 -0.282 0.361 -0.109
H 5.2726 9.2627 4.6344 -0.061 0.554 -0.344
H 5.8700 5.8420 5.6159 0.153 -0.007 -0.214
H 4.6215 6.7507 6.3398 -0.247 0.657 -0.003
H 6.2890 7.4685 6.0789 -0.227 0.317 0.261
H 4.0635 10.8418 2.8923 0.165 0.125 0.101
H 3.0765 10.2267 1.7829 -0.211 0.164 -0.037
C -1.4293 -7.3603 6.5120 -1.196 0.291 0.285
C -0.2839 -7.4884 7.5074 -0.307 0.384 -1.873
C -0.6244 -7.3512 8.9858 0.360 1.216 -0.149
O -0.6678 -5.9374 9.2978 -0.208 -0.863 -0.780
C -0.9441 -5.6228 10.6415 0.448 0.393 -0.480
N 0.3322 -8.7620 7.1268 0.501 -0.388 0.958
H -2.0712 -6.4866 6.6252 0.033 0.132 0.114
H -2.0535 -8.2508 6.5859 -0.320 -0.035 0.088
H -1.0510 -7.3674 5.4898 0.160 0.184 0.022
H 0.3741 -6.6893 7.1659 0.532 0.071 0.830
H 0.1715 -7.8078 9.5741 -0.033 -0.263 0.135
H -1.5969 -7.7879 9.2134 -0.088 -0.284 0.098
H -0.1638 -6.0370 11.2800 -0.114 -0.155 0.339
H -1.9448 -5.9078 10.9663 -0.069 -0.290 0.030
H -0.8736 -4.5355 10.6724 -0.053 -0.009 0.239
H -0.3982 -9.4512 7.2347 -0.052 -0.512 0.317
H 0.4289 -8.7489 6.1215 0.407 0.130 -0.174
```
Forces are in eV/Å.

As for the SMILES: COC[C@H](C)N.COC[C@H](C)N.COC[C@H](C)N.COC[C@H](C)N.COC[C@H](C)N.COCCNCCOC.COCCNCCOC.COCCNCCOC. For the energy above the lowest of the compared OMol25 structures with the same formula, charge and spin, the calculation gives 86.0 kcal/mol. The LUMO energy is 0.34 eV. The charge is 0. The orbital gap is 8.95 eV.

=====

3.
Here is a 3-piece molecular cluster, C13H30N8O5P3 overall from OMol25. Energies are from ωB97M-V/def2-TZVPD.

```
59
Properties=species:S:1:pos:R:3:forces:R:3
C -3.7624 -1.3389 2.8142 0.217 -0.026 -0.108
C -3.0437 -0.3581 1.8666 0.268 -0.330 -0.793
P -1.2014 -0.5223 2.0110 0.397 -0.067 1.730
C -0.8450 -2.3237 1.7801 0.081 0.147 -0.973
C 0.3089 -2.6482 0.8019 -0.084 -0.451 0.150
C -0.4022 0.5156 0.6539 -1.746 0.384 -1.300
C -0.4684 0.0564 -0.8144 0.628 0.225 0.041
C -0.0476 1.0716 -1.8720 -0.065 -0.314 -0.378
N -0.3370 0.8150 -3.0701 0.005 0.193 0.144
C -1.1765 1.8790 0.7563 -0.166 0.359 2.042
O -2.3947 1.9793 0.0168 0.413 0.480 -0.425
C -2.4798 3.0579 -0.7129 -0.002 -0.701 -0.650
N -2.5387 3.9046 -1.4924 -0.051 0.207 0.429
C -0.1716 3.0466 0.7340 0.198 -0.784 -0.213
P -0.3474 4.4126 2.0155 1.713 0.708 1.391
O -0.4825 5.7854 1.1555 -0.836 -0.758 0.066
O -1.7512 4.0971 2.7969 -0.075 0.050 -1.002
C 1.0334 2.2745 1.2200 -1.107 0.612 -0.751
N 0.9007 0.9983 1.1789 1.166 0.512 0.471
P 2.2854 0.0362 1.8019 1.155 -1.829 -0.405
N 3.1134 -0.6727 0.7045 -0.261 0.339 0.558
H -3.1748 -2.2271 3.0496 0.033 0.045 -0.052
H -4.0178 -0.8672 3.7609 -0.062 0.018 -0.052
H -4.6616 -1.6913 2.3112 -0.121 0.071 0.234
H -3.3570 0.6623 2.0819 0.114 0.010 -0.045
H -3.3241 -0.5792 0.8321 -0.132 0.068 0.056
H -0.5993 -2.7302 2.7604 -0.178 0.142 0.074
H -1.7526 -2.8110 1.4193 0.010 -0.063 0.152
H 0.9401 -1.8002 0.5461 -0.119 -0.077 -0.009
H 0.9743 -3.4038 1.2246 -0.208 0.150 -0.054
H -0.0847 -3.0631 -0.1277 0.024 0.190 -0.033
H -1.5181 -0.1730 -1.0066 0.013 -0.058 0.067
H 0.0905 -0.8542 -1.0173 0.005 0.028 0.200
H 0.5240 1.9759 -1.6341 0.030 -0.130 0.326
H 0.0148 1.5473 -3.6948 -0.056 -0.128 -0.262
H -1.5021 1.8932 1.8112 -0.163 0.053 -0.178
H 0.1005 3.4867 -0.2343 -0.281 0.064 -0.031
H -1.2619 6.3099 1.3911 -0.033 0.053 -0.264
H -1.5418 4.1407 3.7370 -0.189 -0.002 0.107
H 1.9109 2.7928 1.5914 0.159 -0.312 0.045
H 3.0273 1.0081 2.4934 -0.671 0.447 -0.138
H 1.6900 -0.7882 2.7767 -0.238 0.464 0.006
H 3.0945 -1.6818 0.8405 -0.021 -0.050 -0.365
C 3.3793 -5.2704 1.9981 0.118 -0.149 0.010
O 2.6240 -4.3065 1.9148 0.217 0.040 0.087
N 4.6809 -5.2115 1.6038 -0.059 0.093 0.003
N 2.9709 -6.4715 2.4904 -0.072 0.082 -0.001
H 5.3097 -5.9894 1.6645 0.007 -0.005 -0.005
H 5.0145 -4.3412 1.2342 0.025 -0.013 -0.013
H 2.0172 -6.5492 2.7897 0.001 -0.016 0.005
H 3.5731 -7.2691 2.5649 0.002 -0.008 -0.002
C 0.0399 2.3449 -6.4726 -0.080 -0.044 -0.147
O 0.5302 2.5125 -5.3630 0.021 0.059 0.123
N -0.1629 1.1045 -6.9989 0.040 -0.010 0.074
N -0.3388 3.3868 -7.2634 0.038 0.033 0.068
H -0.5625 0.9495 -7.9044 -0.005 0.001 -0.005
H 0.1044 0.3161 -6.4395 -0.016 -0.004 0.004
H -0.2022 4.3127 -6.9035 -0.002 0.001 0.000
H -0.7404 3.2693 -8.1737 0.004 -0.002 -0.010
```
Forces are in eV/Å.

The LUMO energy is -4.09 eV. The charge is +1. The orbital gap is 7.15 eV.